{
  "formula": "C5H9NO",
  "method": "wB97M-V/def2-TZVPD",
  "elements": ["C", "C", "C", "O", "C", "C", "N", "H", "H", "H", "H", "H", "H", "H", "H", "H"],
  "positions_angstrom": [[1.902, -0.243, 0.101], [0.597, 0.520, 0.100], [-0.518, 0.021, -0.754], [-0.461, -1.374, -1.001], [-1.908, 0.266, -0.095], [-1.755, 0.113, 1.389], [-0.644, 0.236, 1.872], [2.415, -0.227, -0.876], [2.613, 0.181, 0.819], [1.747, -1.293, 0.371], [0.718, 1.605, 0.043], [0.361, 0.293, 1.979], [-0.549, 0.577, -1.708], [0.376, -1.567, -1.441], [-2.652, -0.403, -0.533], [-2.242, 1.297, -0.264]],
  "forces_ev_per_angstrom": [[0.045, -0.068, 0.088], [0.003, 0.045, -0.226], [-0.038, 0.227, 0.152], [0.201, -0.104, -0.158], [-0.060, 0.049, -0.157], [0.606, 0.104, 0.089], [-0.510, -0.080, -0.187], [-0.116, 0.021, 0.113], [-0.110, -0.038, -0.100], [0.041, 0.127, -0.023], [-0.044, -0.137, 0.058], [0.020, -0.002, -0.001], [0.010, -0.060, 0.152], [-0.149, -0.040, 0.079], [0.085, 0.075, 0.086], [0.016, -0.119, 0.036]],
  "mol_weight_da": 99.1,
  "gap_ev": [7.96, 7.93],
  "total_energy_ha": -325.7449
}

***

{
  "formula": "C20H21N2O3PRbS",
  "method": "wB97M-V/def2-TZVPD",
  "elements": ["Rb", "C", "C", "C", "C", "N", "C", "C", "C", "C", "C", "C", "N", "H", "H", "H", "H", "H", "H", "H", "H", "O", "C", "O", "C", "C", "C", "C", "C", "C", "S", "H", "H", "H", "H", "C", "P", "C", "C", "O", "H", "H", "H", "H", "H", "H", "H", "H", "H"],
  "positions_angstrom": [[1.144, -1.010, -1.233], [-3.214, -0.421, 0.878], [-2.672, 0.258, 1.951], [-1.467, -0.171, 2.480], [-0.845, -1.280, 1.923], [-1.342, -1.913, 0.858], [-2.494, -1.484, 0.356], [0.469, -1.777, 2.451], [0.924, -1.417, 3.714], [2.173, -1.841, 4.125], [2.933, -2.613, 3.269], [2.388, -2.938, 2.038], [1.182, -2.550, 1.637], [-4.133, -0.097, 0.408], [-3.154, 1.140, 2.355], [-0.987, 0.403, 3.263], [-2.852, -2.003, -0.530], [0.319, -0.797, 4.361], [2.555, -1.547, 5.095], [3.933, -2.934, 3.530], [2.953, -3.545, 1.336], [-0.899, 0.907, -0.883], [0.209, 1.457, -0.600], [1.180, 1.534, -1.387], [0.341, 2.003, 0.807], [-0.703, 2.816, 1.250], [-0.736, 3.353, 2.528], [0.309, 3.039, 3.396], [1.346, 2.222, 2.977], [1.423, 1.676, 1.669], [2.755, 0.617, 1.266], [-1.523, 2.999, 0.563], [-1.554, 3.992, 2.840], [0.313, 3.433, 4.407], [2.152, 1.975, 3.658], [-1.515, -0.271, -3.789], [0.089, -0.669, -4.472], [1.010, 0.867, -4.484], [-0.189, -1.068, -6.210], [0.783, -1.794, -3.764], [-2.053, 0.426, -4.437], [-1.371, 0.188, -2.799], [-2.086, -1.195, -3.686], [0.524, 1.604, -5.128], [2.016, 0.660, -4.853], [1.068, 1.252, -3.455], [-0.677, -0.246, -6.737], [-0.806, -1.965, -6.276], [0.780, -1.273, -6.668]],
  "forces_ev_per_angstrom": [[0.422, -1.351, 0.782], [0.032, 0.020, -0.051], [-0.017, -0.020, 0.082], [-0.055, 0.145, 0.080], [0.235, -0.057, -0.083], [-0.195, -0.093, -0.082], [0.088, -0.008, 0.054], [-0.196, 0.103, -0.163], [-0.002, 0.018, 0.158], [-0.066, 0.069, 0.091], [0.070, -0.019, -0.091], [-0.142, -0.052, 0.050], [0.283, -0.131, -0.133], [-0.005, -0.024, 0.013], [0.022, -0.012, -0.011], [-0.032, -0.025, -0.033], [0.002, -0.019, 0.045], [0.015, -0.009, -0.018], [-0.003, -0.001, -0.008], [-0.031, -0.013, -0.004], [-0.007, 0.016, -0.008], [0.208, 0.087, 0.057], [-0.353, 0.604, -0.001], [-0.157, 0.733, -0.053], [0.060, 0.104, 0.092], [0.062, -0.050, -0.041], [0.078, -0.054, -0.006], [0.037, -0.052, -0.071], [-0.019, -0.026, -0.116], [-0.132, 0.017, -0.010], [-0.100, 0.106, 0.096], [0.041, -0.010, -0.003], [0.007, 0.003, 0.011], [0.017, -0.005, 0.006], [-0.005, 0.006, 0.004], [-0.101, 0.034, 0.085], [0.111, -0.167, -0.121], [0.057, 0.043, 0.048], [-0.002, -0.064, -0.126], [-0.174, 0.146, -0.456], [0.017, -0.016, 0.033], [-0.031, -0.010, -0.011], [-0.044, 0.015, -0.014], [0.016, -0.015, 0.033], [0.010, 0.049, -0.024], [0.004, -0.001, -0.038], [0.013, -0.035, 0.011], [0.011, 0.019, -0.020], [-0.048, -0.001, -0.032]],
  "mol_weight_da": 485.9,
  "gap_ev": 5.10,
  "total_charge": -1,
  "total_energy_ha": -1873.7663
}

***

{
  "formula": "C2H2NO3P",
  "method": "wB97M-V/def2-TZVPD",
  "elements": ["C", "C", "N", "O", "O", "O", "P", "H", "H"],
  "positions_angstrom": [[-2.268, 0.745, -0.507], [-0.010, -0.292, 0.428], [-3.415, 0.559, -0.518], [1.855, 0.710, -1.412], [2.882, -0.175, 0.877], [0.825, -1.358, -0.006], [1.646, 0.076, -0.078], [-1.209, 0.311, -0.271], [-0.307, -0.577, 1.487]],
  "forces_ev_per_angstrom": [[-3.356, 1.189, -0.964], [-1.906, 1.269, 1.409], [-0.224, 0.059, 0.034], [0.067, 0.220, -0.262], [-1.877, 1.246, -1.636], [1.326, -1.755, -2.098], [2.089, -1.943, 2.784], [3.632, -1.244, 1.112], [0.248, 0.959, -0.378]],
  "mol_weight_da": 119.0,
  "gap_ev": 5.83,
  "total_charge": -2,
  "total_energy_ha": -699.1702
}

***

{
  "formula": "C20H16Cl4IrN7O4S2",
  "method": "wB97M-V/def2-TZVPD",
  "elements": ["Ir", "N", "C", "C", "C", "C", "C", "C", "S", "O", "O", "N", "C", "N", "C", "C", "C", "N", "H", "H", "H", "H", "H", "H", "H", "H", "H", "Cl", "C", "C", "Cl", "C", "Cl", "C", "O", "C", "O", "C", "Cl", "C", "C", "C", "N", "N", "C", "N", "S", "H", "H", "H", "H", "H", "H", "H"],
  "positions_angstrom": [[-0.724, -1.153, -0.367], [0.736, 4.583, 4.894], [0.499, 3.996, 3.690], [1.306, 4.289, 2.581], [1.062, 3.697, 1.361], [0.004, 2.803, 1.228], [-0.806, 2.497, 2.320], [-0.563, 3.086, 3.538], [-0.282, 2.033, -0.297], [-1.680, 1.711, -0.436], [0.410, 2.746, -1.326], [0.345, 0.509, -0.144], [1.550, -0.036, -0.340], [1.258, -1.367, -0.474], [2.224, -2.250, -0.695], [3.518, -1.782, -0.770], [3.725, -0.407, -0.624], [2.760, 0.482, -0.413], [1.474, 5.253, 5.004], [0.146, 4.401, 5.683], [2.121, 4.994, 2.685], [1.678, 3.928, 0.503], [-1.634, 1.811, 2.202], [-1.199, 2.861, 4.385], [1.947, -3.289, -0.808], [4.342, -2.458, -0.937], [4.730, -0.006, -0.686], [-4.207, -6.069, 2.739], [-3.200, -4.742, 2.402], [-2.543, -4.066, 3.491], [-2.795, -4.622, 5.083], [-1.731, -2.990, 3.259], [-0.935, -2.143, 4.509], [-1.534, -2.540, 1.924], [-0.815, -1.521, 1.643], [-2.182, -3.237, 0.833], [-1.956, -2.796, -0.366], [-3.023, -4.329, 1.100], [-3.789, -5.097, -0.226], [2.226, 1.478, -4.126], [0.983, 1.093, -4.920], [0.063, 0.220, -4.130], [0.261, -0.108, -2.912], [-0.765, -0.857, -2.382], [-1.719, -1.144, -3.247], [-2.798, -1.886, -2.984], [-1.409, -0.451, -4.796], [2.852, 2.139, -4.723], [2.810, 0.595, -3.865], [1.952, 1.991, -3.205], [1.249, 0.581, -5.847], [0.425, 1.988, -5.209], [-2.857, -2.408, -2.119], [-3.511, -2.010, -3.680]],
  "forces_ev_per_angstrom": [[-0.095, -0.699, -0.170], [0.025, -0.026, 0.017], [-0.023, -0.006, -0.015], [0.001, -0.001, -0.007], [0.002, 0.008, -0.005], [0.037, -0.019, 0.017], [-0.022, -0.005, -0.016], [0.015, 0.020, 0.012], [-0.031, 0.032, -0.077], [-0.066, 0.090, 0.013], [0.044, -0.029, -0.006], [0.117, 0.482, 0.201], [0.065, -0.043, -0.118], [-0.063, 0.189, 0.095], [-0.138, -0.031, -0.021], [0.060, 0.060, 0.003], [-0.003, -0.060, -0.014], [-0.045, -0.046, 0.045], [-0.008, 0.010, -0.003], [-0.009, 0.010, -0.003], [0.001, -0.001, -0.001], [0.006, -0.002, 0.001], [0.006, -0.002, -0.004], [0.002, 0.001, 0.002], [0.008, -0.001, 0.003], [0.000, 0.001, -0.003], [0.001, -0.001, 0.003], [0.009, 0.012, -0.002], [-0.025, -0.028, -0.015], [0.026, 0.024, 0.041], [-0.002, -0.002, -0.009], [-0.015, -0.013, -0.004], [0.004, 0.006, 0.004], [-0.019, -0.018, 0.037], [0.060, 0.009, -0.053], [0.024, 0.025, -0.006], [-0.106, -0.057, -0.017], [0.008, 0.006, -0.006], [-0.008, -0.007, -0.001], [0.003, 0.017, 0.017], [-0.002, -0.007, -0.004], [0.074, -0.058, -0.034], [-0.068, 0.059, 0.038], [0.128, 0.101, -0.016], [0.096, 0.024, -0.046], [-0.034, -0.017, 0.136], [-0.050, 0.061, 0.046], [-0.001, -0.005, -0.010], [0.001, -0.003, -0.003], [0.005, -0.011, -0.019], [0.001, -0.001, -0.010], [-0.001, -0.006, 0.001], [0.006, -0.014, -0.015], [0.000, -0.028, 0.004]],
  "mol_weight_da": 816.6,
  "s2": 0.776,
  "spin_multiplicity": 2,
  "gap_ev": [6.66, 4.89],
  "total_charge": 1,
  "total_energy_ha": -4197.2752
}

***

{
  "formula": "C29H45FP2Sm",
  "method": "wB97M-V/def2-TZVPD",
  "elements": ["Sm", "C", "C", "C", "C", "C", "C", "H", "H", "H", "C", "H", "H", "H", "C", "H", "H", "H", "C", "H", "H", "H", "C", "H", "H", "H", "C", "C", "C", "C", "C", "C", "C", "C", "H", "H", "H", "H", "H", "H", "H", "H", "H", "H", "H", "H", "P", "C", "C", "P", "C", "C", "C", "H", "H", "H", "H", "H", "H", "H", "H", "H", "H", "H", "H", "H", "H", "F", "C", "C", "C", "C", "C", "C", "H", "H", "H", "H"],
  "positions_angstrom": [[0.131, 0.137, 0.056], [-1.642, -0.888, 1.707], [-1.248, -1.968, 0.850], [0.595, -1.361, 2.120], [-0.503, -0.505, 2.488], [0.132, -2.260, 1.104], [-3.002, -0.285, 1.773], [-3.532, -0.372, 0.814], [-2.962, 0.780, 2.041], [-3.615, -0.796, 2.532], [-0.419, 0.680, 3.385], [-1.313, 1.311, 3.288], [0.461, 1.309, 3.164], [-0.340, 0.365, 4.435], [2.001, -1.226, 2.593], [2.135, -1.702, 3.575], [2.300, -0.170, 2.697], [2.706, -1.703, 1.896], [0.954, -3.275, 0.389], [0.947, -4.235, 0.926], [2.003, -2.956, 0.298], [0.571, -3.463, -0.623], [-2.134, -2.686, -0.111], [-2.509, -3.629, 0.322], [-1.608, -2.942, -1.044], [-3.009, -2.081, -0.387], [-0.682, 2.155, -1.238], [-1.757, 1.298, -1.173], [-2.202, 0.359, -2.266], [-1.104, -0.374, -3.081], [0.094, -0.874, -2.312], [1.265, -0.167, -2.151], [1.472, 1.280, -2.536], [0.284, 2.289, -2.389], [-2.823, 0.898, -3.003], [-0.790, 0.263, -3.925], [-2.871, -0.391, -1.812], [-0.266, 2.318, -3.342], [-0.596, 2.959, -0.488], [-2.503, 1.448, -0.381], [0.762, 3.278, -2.272], [2.331, 1.664, -1.959], [2.187, -0.703, -1.864], [1.779, 1.337, -3.594], [-1.596, -1.255, -3.530], [0.093, -1.956, -2.126], [-0.223, 1.356, -6.520], [-0.302, 3.201, -6.539], [-1.599, 1.052, -7.716], [2.054, -0.423, -7.299], [1.198, 1.181, -7.710], [1.545, -1.392, -8.788], [3.729, 0.051, -7.915], [0.567, 3.598, -5.998], [-1.219, 3.515, -6.023], [-0.304, 3.583, -7.569], [-1.500, 1.696, -8.601], [-2.539, 1.281, -7.197], [-1.607, -0.003, -8.016], [3.685, 0.437, -8.942], [4.368, -0.840, -7.877], [4.142, 0.816, -7.246], [1.911, 2.007, -7.547], [0.842, 1.187, -8.756], [2.143, -2.312, -8.797], [1.724, -0.826, -9.712], [0.485, -1.659, -8.705], [4.826, 4.421, 2.038], [3.844, 3.538, 1.641], [4.225, 2.356, 1.022], [3.208, 1.457, 0.623], [1.874, 1.762, 0.863], [1.519, 2.955, 1.474], [2.518, 3.873, 1.876], [5.278, 2.125, 0.845], [3.496, 0.522, 0.132], [0.469, 3.208, 1.655], [2.252, 4.816, 2.359]],
  "forces_ev_per_angstrom": [[1.573, -0.059, 3.537], [0.941, -0.412, -0.362], [0.512, 0.282, 0.677], [-1.068, 0.435, -0.267], [0.469, -0.843, -0.819], [-0.694, 0.817, 0.232], [-0.472, 0.111, 0.135], [0.049, 0.012, 0.253], [-0.103, -0.246, -0.015], [0.097, 0.218, -0.217], [0.107, 0.300, 0.508], [0.212, -0.129, 0.139], [-0.300, -0.305, 0.147], [-0.069, 0.183, -0.179], [0.471, 0.051, 0.420], [0.037, 0.040, -0.224], [-0.119, -0.385, 0.010], [-0.125, 0.112, 0.237], [0.215, -0.411, -0.120], [0.081, 0.190, -0.196], [-0.208, -0.165, 0.022], [0.097, -0.077, 0.245], [-0.272, -0.273, -0.264], [0.087, 0.281, -0.187], [-0.163, -0.048, 0.238], [0.183, -0.238, 0.121], [-2.371, 0.392, -0.597], [0.022, 2.545, -1.255], [-0.115, -0.800, 0.061], [-0.509, 0.222, -0.088], [2.003, -0.012, -1.639], [-0.962, -1.355, -2.066], [0.288, 0.460, 0.342], [0.490, 0.261, -0.287], [0.127, 0.070, 0.422], [0.112, -0.303, 0.373], [0.216, 0.270, -0.164], [-0.017, -0.104, 0.335], [0.000, -0.715, -0.002], [0.443, -0.041, 0.011], [-0.240, -0.411, -0.116], [-0.385, -0.151, -0.173], [-0.554, 0.125, 0.222], [-0.069, -0.305, 0.246], [0.277, 0.333, 0.128], [0.211, 0.443, 0.273], [0.035, 0.762, -0.875], [-0.172, -0.046, 0.216], [-0.145, -0.098, 0.328], [0.395, 0.300, -0.824], [-0.075, -0.383, 0.482], [-0.013, -0.194, 0.274], [0.045, -0.197, 0.209], [-0.214, 0.037, -0.125], [0.206, 0.136, -0.134], [-0.007, -0.024, 0.305], [-0.037, -0.200, 0.218], [0.075, -0.122, -0.271], [-0.076, 0.243, 0.022], [0.057, -0.079, 0.240], [0.028, 0.273, -0.074], [0.056, -0.160, -0.186], [-0.284, -0.273, -0.055], [0.223, 0.163, 0.414], [-0.236, 0.128, -0.127], [-0.070, -0.157, 0.201], [0.207, -0.027, -0.137], [-0.868, -0.787, -0.364], [0.503, 0.458, 0.215], [-0.275, -0.580, -0.326], [0.865, 1.149, 0.518], [-1.596, -1.490, -0.633], [1.190, 0.900, 0.292], [-0.656, -0.188, -0.074], [-0.279, 0.213, 0.136], [0.063, 0.160, 0.144], [0.296, 0.017, 0.058], [0.259, -0.299, -0.156]],
  "mol_weight_da": 625.0,
  "s2": 8.769,
  "spin_multiplicity": 6,
  "gap_ev": [6.73, 6.92],
  "total_charge": 1,
  "total_energy_ha": -2572.2319
}

***

{
  "formula": "C2H5NO2",
  "method": "wB97M-V/def2-TZVPD",
  "elements": ["N", "C", "C", "O", "O", "H", "H", "H", "H", "H"],
  "positions_angstrom": [[0.487, -0.959, 1.205], [0.098, -0.765, -0.194], [0.011, 0.669, -0.628], [0.951, 1.364, -0.860], [-1.261, 1.127, -0.682], [-0.274, -0.636, 1.795], [1.276, -0.349, 1.423], [-0.862, -1.258, -0.339], [0.799, -1.277, -0.848], [-1.225, 2.085, -0.870]],
  "forces_ev_per_angstrom": [[0.075, 0.631, -0.050], [-0.351, -0.814, -0.006], [-0.640, -0.050, 0.171], [0.735, 0.556, -0.139], [-0.063, 0.277, 0.052], [0.038, -0.098, 0.051], [-0.046, -0.253, -0.062], [-0.066, 0.079, -0.018], [0.245, 0.083, 0.011], [0.074, -0.413, -0.011]],
  "mol_weight_da": 75.1,
  "smiles": "NCC(=O)O",
  "gap_ev": 10.58,
  "total_energy_ha": -284.4551
}